(1)
Density functional theory data (ωB97M-V/def2-TZVPD) for C34H34BIrN12O3 as an isolated structure at a distorted geometry.

```
85
Properties=species:S:1:pos:R:3:lowdin_spin:R:1
Ir 1.0099 -0.0547 0.1632 0.37
C 0.3525 0.2929 -4.0988 0.00
C 0.2635 0.7772 -2.8016 0.00
N 0.7107 -0.1404 -1.9428 0.00
N 1.0865 -1.2269 -2.6712 0.00
C 0.8797 -0.9806 -3.9726 0.00
B 1.5616 -2.4530 -1.8628 0.00
N 2.8397 -2.0225 -1.0839 0.00
C 4.1251 -2.3710 -1.2400 0.01
C 4.8995 -1.6225 -0.3737 0.01
C 4.0023 -0.7921 0.2858 0.01
N 2.7680 -1.0446 -0.1530 0.00
N 0.4509 -2.7587 -0.8049 0.00
C -0.2943 -3.8639 -0.6570 0.01
C -1.1378 -3.6871 0.4227 0.00
C -0.8476 -2.4144 0.8970 0.01
N 0.1120 -1.8706 0.1498 0.01
N 1.8309 -3.6971 -2.6598 0.00
C 2.3827 -4.8530 -2.1926 0.00
C 2.2318 -5.8115 -3.1564 0.00
C 1.5485 -5.1501 -4.1971 0.00
N 1.3002 -3.8921 -3.8933 0.00
H 0.0670 0.7920 -5.0074 0.00
H -0.1184 1.7118 -2.4322 0.00
H 1.0953 -1.7386 -4.7034 0.00
H 4.4046 -3.1182 -1.9627 0.00
H 5.9660 -1.6658 -0.2450 0.00
H 4.1636 -0.0439 1.0434 0.00
H -0.1652 -4.7015 -1.3220 0.00
H -1.8624 -4.3801 0.8104 0.00
H -1.2771 -1.8697 1.7208 0.00
H 2.8280 -4.9076 -1.2122 0.00
H 2.5650 -6.8337 -3.1226 0.00
H 1.2327 -5.5422 -5.1504 0.00
C -3.3458 3.2757 -0.3774 0.00
C -2.1918 3.6380 -1.2689 0.00
C -2.4057 3.9992 -2.5976 0.00
C -1.3651 4.4029 -3.4209 0.00
C -0.0699 4.4637 -2.9267 0.00
C 0.1746 4.0897 -1.6161 0.00
C -0.8767 3.6647 -0.8142 0.00
N -0.5546 3.3370 0.5495 0.01
C -0.4988 2.1180 1.0652 0.03
N -0.0929 2.0261 2.3418 0.01
C 0.4432 0.8669 2.9535 0.00
C 0.9954 -0.1565 2.1718 0.00
C 1.5625 -1.2517 2.8349 0.00
C 1.6322 -1.2857 4.2130 0.00
C 1.0994 -0.2399 4.9591 0.00
C 0.4944 0.8503 4.3484 0.00
C -0.0307 2.0023 5.1606 0.00
N -0.8068 1.0146 0.3208 0.29
C -2.0374 0.3148 0.4731 0.04
C -2.2996 -0.6467 -0.5125 0.06
C -3.4152 -1.4554 -0.4733 -0.01
C -4.3217 -1.3175 0.5687 0.06
C -4.1006 -0.3287 1.5082 0.00
C -2.9912 0.5227 1.4807 0.05
C -2.9742 1.6195 2.5206 0.00
H -4.2878 3.5247 -0.8617 0.00
H -3.2986 3.8198 0.5682 0.00
H -3.3625 2.2092 -0.1517 0.00
H -3.4183 3.9845 -2.9812 0.00
H -1.5711 4.6898 -4.4437 0.00
H 0.7460 4.7930 -3.5554 0.00
H 1.1762 4.1068 -1.2078 0.00
H 0.0021 4.0357 1.0247 0.00
H 0.0760 2.8934 2.8331 0.00
H 1.9759 -2.0691 2.2583 0.00
H 2.1039 -2.1211 4.7127 0.00
H 1.1517 -0.2683 6.0403 0.00
H -0.0402 1.7511 6.2188 0.00
H -1.0450 2.2818 4.8711 0.00
H 0.6055 2.8866 5.0483 0.00
H -1.5964 -0.7622 -1.3211 0.00
H -3.5717 -2.1870 -1.2550 0.00
H -5.2000 -1.9451 0.6322 0.00
H -4.8286 -0.1765 2.2960 0.00
H -3.9953 1.8058 2.8474 0.00
H -2.5893 2.5690 2.1494 0.00
H -2.3926 1.3359 3.4009 0.00
O 3.3111 1.7199 2.0262 0.00
N 2.5938 2.3251 1.2653 0.00
O 2.3242 3.5108 1.3618 0.00
O 2.1327 1.6965 0.1873 0.00
```

## Properties
HOMO level (alpha / beta): -11.05 / -10.81 eV
Energy: -63343.718 eV
Spin multiplicity: 2
Strongest force on any atom: 2.00 eV/Å
Kohn-Sham gap (alpha / beta): 8.40 / 4.96 eV
ΔE to the lowest compared entry with this formula, charge and spin: 122.89 kJ/mol
Charge: +1

***

(2)
Density functional theory data (ωB97M-V/def2-TZVPD) for a 2-piece molecular cluster, C8H9N3OS2 overall at a distorted geometry.

```
23
Properties=species:S:1:pos:R:3:lowdin_charge:R:1
H -0.2587 -3.0095 -1.7222 0.07
N -0.6975 -2.5255 -0.9452 0.13
C -0.3878 -1.3094 -0.7950 -0.41
C 0.5800 -0.5134 -1.6341 -0.07
C 0.2052 0.9697 -1.5803 -0.30
C 1.0746 1.7522 -2.4277 -0.20
N 1.7597 2.3573 -3.1130 0.17
C 0.2774 1.4539 -0.1249 -0.16
C -0.6164 0.6068 0.7365 -0.64
S -1.4156 1.4291 2.0895 0.87
C -1.0135 -0.6180 0.3280 -0.61
S -2.1888 -1.6614 1.1365 0.86
H 1.5888 -0.6526 -1.2281 0.15
H 0.5780 -0.8863 -2.6620 0.13
H -0.8208 1.0952 -1.9521 0.17
H 1.3117 1.4037 0.2309 0.13
H -0.0422 2.4978 -0.0692 0.12
H -0.4546 2.3302 2.2781 -0.10
H -2.4750 -0.8059 2.1239 -0.16
N 0.6697 -1.6626 2.4554 0.22
C 0.9229 -0.5066 2.3162 -0.50
O 1.4813 0.5121 2.4061 0.11
H -0.0782 -2.2568 2.1527 0.02
```

## Properties
HOMO level: -8.92 eV
Energy: -36629.222 eV
Strongest force on any atom: 1.97 eV/Å
Kohn-Sham gap: 8.71 eV
ΔE to the lowest compared entry with this formula, charge and spin: 0.00 kJ/mol
SMILES: [H]/N=C1\C[C@H](C#N)CC(S)=C1S.N=C=O

***

(3)
Density functional theory data (ωB97M-V/def2-TZVPD) for C10H5F5IrN2O2S as an isolated structure at a distorted geometry.

```
26
Properties=species:S:1:pos:R:3:lowdin_charge:R:1
Ir -0.1578 -0.0689 -0.0402 1.22
F -2.6327 -2.7124 5.4862 0.17
C -2.3762 -2.5104 4.2068 -0.12
C -1.4227 -1.5800 3.8279 -0.14
F -0.7517 -0.8809 4.7297 0.16
C -1.1869 -1.4036 2.4804 -0.19
F -0.2199 -0.4677 2.1232 -0.05
C -1.8407 -2.0896 1.4818 -0.47
S -1.5164 -1.8578 -0.2381 0.79
C -2.7891 -3.0194 1.8936 -0.23
F -3.4483 -3.7174 0.9749 0.12
C -3.0583 -3.2318 3.2340 -0.13
F -3.9656 -4.1205 3.5952 0.17
O -0.6396 0.7160 -1.8572 -0.14
C -1.4939 1.4959 -1.3095 -0.40
O -1.6766 1.2994 -0.0808 -0.11
H -2.0163 2.2631 -1.8800 0.17
N 2.7945 -0.7192 -0.1062 0.02
C 3.7322 -1.6370 0.1696 -0.04
C 3.0811 -2.7813 0.5713 -0.01
C 1.7240 -2.4716 0.5048 -0.11
N 1.5568 -1.2114 0.1054 -0.19
H 2.9309 0.2183 -0.4468 0.17
H 4.7795 -1.4119 0.0602 0.14
H 3.5251 -3.7150 0.8653 0.12
H 0.8672 -3.0905 0.7105 0.10
```

## Properties
HOMO level: -12.02 eV
Energy: -44779.037 eV
Strongest force on any atom: 1.07 eV/Å
Kohn-Sham gap: 6.69 eV
ΔE to the lowest compared entry with this formula, charge and spin: 37.42 kJ/mol
Charge: +1

***

(4)
Density functional theory data (ωB97M-V/def2-TZVPD) for one molecule with the formula C4H9NO2 at a distorted geometry.

```
16
Properties=species:S:1:pos:R:3:lowdin_charge:R:1
C -1.1641 -0.3232 -1.4864 -0.07
N -0.4403 0.4852 -0.5136 -0.27
O -1.3462 1.3364 0.1424 -0.08
C 1.2110 0.5019 -0.2925 -0.08
C 1.3892 -0.5729 0.6965 -0.13
C -0.0928 -0.4480 1.4706 -0.27
O -0.1471 0.0952 2.5734 0.00
H -1.7090 0.3231 -2.1787 0.08
H -1.8742 -0.9905 -0.9887 0.08
H -0.4785 -0.9095 -2.1038 0.09
H -1.2038 1.9762 0.8660 0.12
H 1.6635 0.2717 -1.2580 0.10
H 1.3709 1.5145 0.0769 0.12
H 1.4160 -1.5927 0.3158 0.10
H 2.1871 -0.3842 1.4142 0.10
H -0.7817 -1.2831 1.2657 0.12
```

## Properties
HOMO level: -7.89 eV
Energy: -9874.078 eV
Strongest force on any atom: 4.68 eV/Å
Kohn-Sham gap: 8.72 eV
ΔE to the lowest compared entry with this formula, charge and spin: 577.27 kJ/mol
SMILES: CN(O)CCC=O

***

(5)
Density functional theory data (ωB97M-V/def2-TZVPD) for one molecule with the formula C19H18N2O3.

```
42
Properties=species:S:1:pos:R:3:lowdin_charge:R:1
C 1.5522 1.4332 -1.9751 -0.08
C 1.9688 1.8593 -0.5650 -0.20
C 3.1533 1.0591 -0.0941 -0.18
C 4.4198 1.6214 -0.1641 -0.05
C 5.5512 0.9134 0.1996 -0.09
C 5.4228 -0.3903 0.6425 -0.08
C 4.1728 -0.9735 0.7266 -0.01
C 3.0339 -0.2622 0.3608 -0.16
N 1.7584 -0.8405 0.4609 0.14
C 1.4417 -2.1548 0.5543 -0.47
O 2.2241 -3.0790 0.5412 0.07
C -0.0682 -2.3793 0.6731 -0.05
C -0.8210 -1.9413 -0.5948 -0.09
N -1.9886 -1.1438 -0.2838 0.04
C -3.2975 -1.5588 -0.5238 -0.34
O -3.6035 -2.6091 -1.0216 0.14
C -4.1521 -0.4441 -0.0483 -0.07
C -5.5234 -0.3032 -0.0384 0.01
C -6.0471 0.8788 0.4785 -0.06
C -5.2196 1.8783 0.9652 -0.06
C -3.8349 1.7359 0.9553 0.01
C -3.3173 0.5648 0.4433 -0.07
C -1.9181 0.1076 0.2952 -0.34
O -0.8892 0.6651 0.6037 0.11
H 1.3314 0.3685 -2.0092 0.06
H 0.6682 1.9816 -2.2933 0.07
H 2.3565 1.6297 -2.6807 0.08
H 2.2396 2.9169 -0.5833 0.11
H 1.1201 1.7545 0.1130 0.08
H 4.5186 2.6388 -0.5161 0.11
H 6.5242 1.3769 0.1338 0.10
H 6.2955 -0.9580 0.9282 0.10
H 4.0712 -1.9896 1.0681 0.10
H 0.9840 -0.1837 0.4702 0.10
H -0.4285 -1.8083 1.5314 0.12
H -0.2349 -3.4372 0.8726 0.12
H -1.1767 -2.8064 -1.1574 0.13
H -0.1678 -1.3478 -1.2429 0.12
H -6.1616 -1.0852 -0.4187 0.12
H -7.1174 1.0186 0.5004 0.11
H -5.6558 2.7837 1.3596 0.11
H -3.1853 2.5100 1.3330 0.12
```

## Properties
HOMO level: -8.25 eV
Energy: -29119.889 eV
Strongest force on any atom: 0.72 eV/Å
Kohn-Sham gap: 7.43 eV
ΔE to the lowest compared entry with this formula, charge and spin: 8.63 kJ/mol
SMILES: CCc1ccccc1NC(=O)CCN1C(=O)c2ccccc2C1=O